[1]
21
Properties=species:S:1:pos:R:3:lowdin_charge:R:1 method="wB97M-V/def2-TZVPD" charge=+1 homo_energy_ev=-14.54 relative_energy_kcal_mol=4.4 max_force_ha_per_bohr=0.037
O -0.1956 -2.9049 -2.6437 -0.04
O -2.0073 -1.2058 1.4531 -0.07
O 1.2580 1.2469 1.3842 -0.06
O 4.1784 2.5397 0.8285 -0.06
N -0.5319 -0.7755 -0.6457 0.19
C -1.7949 0.0098 -0.5420 -0.11
C -2.1206 0.1192 0.9178 -0.21
H 5.1056 2.4215 0.5791 0.05
H -1.6535 0.9955 -0.9716 0.14
H 1.2802 1.7374 2.2157 0.06
H -1.3003 0.6762 1.3776 0.11
H 4.0135 3.4874 0.7629 0.05
H -3.1061 0.4881 1.1761 0.14
H -0.2774 -1.0955 -1.5773 0.12
H 1.9990 1.6541 0.9156 0.02
H 0.2536 -0.2101 -0.2980 0.15
H 0.6088 -3.4051 -2.8013 0.06
H -0.5808 -1.6055 -0.0438 0.16
H -2.5569 -0.5433 -1.0779 0.14
H -0.4616 -2.4010 -3.4164 0.05
H -2.1101 -1.2291 2.4072 0.11

***

[2]
17
Properties=species:S:1:pos:R:3:lowdin_charge:R:1 method="wB97M-V/def2-TZVPD" smiles="CC=C=P.CC" homo_energy_ev=-9.17 relative_energy_kcal_mol=48.6 max_force_ha_per_bohr=0.059
P -0.7170 -1.8310 1.1539 0.84
C -1.6678 0.6266 0.0386 -0.24
C -1.1952 -0.3623 0.7487 -0.53
C -2.9631 0.6531 -0.7055 -0.10
C 2.2852 0.5144 0.3344 -0.16
C 2.4808 -0.6868 -0.6081 -0.17
H 2.1208 1.3919 -0.2395 0.04
H 3.0448 -0.4612 -1.4619 0.03
H -3.8182 0.3242 -0.0781 0.09
H 3.0686 0.7072 1.0757 0.07
H -3.0475 -0.0742 -1.5113 0.08
H 1.4458 -1.0694 -0.9136 0.06
H -3.1584 1.6697 -0.9499 0.06
H -1.0924 -1.6848 2.4023 -0.19
H 1.3381 0.3434 0.8513 0.01
H 2.9415 -1.5276 -0.1756 0.04
H -1.0657 1.4668 0.0387 0.07

***

[3]
53
Properties=species:S:1:pos:R:3:lowdin_charge:R:1 method="wB97M-V/def2-TZVPD" charge=+1 homo_energy_ev="-11.91 / -12.66" multiplicity=3 relative_energy_kcal_mol=11.6 max_force_ha_per_bohr=0.049
V -0.7631 -0.4734 -0.5963 1.12
O -1.3919 -4.0121 1.0404 0.14
O -3.0240 2.6200 0.1960 0.16
O -1.4668 1.1387 -0.5003 -0.19
O -0.9088 -2.2736 -0.2941 -0.18
O 1.0627 -0.6324 0.7519 -0.11
N -0.0722 -0.6643 -2.5351 -0.05
N 1.6231 2.0559 1.5333 0.03
N 0.6418 -1.5924 -4.3810 -0.10
N -1.6908 -0.5080 1.4820 -0.19
N 0.3502 2.5317 1.5130 0.00
N 0.1740 3.3594 2.4789 0.09
N 1.3390 3.4544 3.1364 -0.08
C 0.1075 -1.8090 -3.1798 -0.11
C -2.3627 -1.8423 1.5089 -0.05
C -2.4191 1.6177 0.3623 -0.53
C 2.2093 2.6409 2.5512 -0.12
C 2.3152 5.4602 4.3022 -0.41
C 3.7452 5.1351 3.8786 -0.08
C 1.4249 4.2241 4.3978 -0.09
C -2.6186 0.6572 1.5351 -0.05
C 0.6250 -1.1377 2.0320 -0.17
C 0.3777 0.3392 -3.3853 -0.08
C -1.5124 -2.8627 0.7466 -0.57
C -0.6302 -0.4425 2.5107 -0.14
C 1.6952 6.5049 3.3760 -0.07
C 0.9776 -2.6246 -5.3690 0.02
C 0.8162 -0.2292 -4.5291 -0.03
H -3.3247 -1.7683 1.0025 0.14
H 0.4020 4.5116 4.6263 0.13
H 2.2838 7.4229 3.3846 0.09
H 1.4080 -1.0108 2.7796 0.14
H 1.6599 6.1424 2.3446 0.08
H -2.5187 -2.2085 2.5230 0.14
H -0.1355 -2.7840 -2.7893 0.15
H 3.7935 4.8486 2.8250 0.07
H 1.7714 3.5458 5.1763 0.13
H 0.6776 6.7569 3.6802 0.08
H 0.3260 1.3791 -3.1144 0.12
H 4.3795 6.0134 3.9975 0.09
H 4.1810 4.3346 4.4836 0.08
H 0.1102 -3.2499 -5.5595 0.10
H 1.2422 0.1993 -5.4195 0.13
H -0.9648 -0.8955 3.4484 0.14
H 2.3444 5.8582 5.3202 0.14
H -2.4905 1.2406 2.4455 0.14
H 1.3505 0.3059 0.8791 0.06
H -3.6509 0.3134 1.4996 0.14
H 1.7971 -3.2385 -5.0047 0.10
H 1.2764 -2.1363 -6.2906 0.10
H 0.4756 -2.2050 1.8985 0.12
H 3.2312 2.5014 2.8630 0.14
H -0.4186 0.6056 2.6975 0.10

***

[4]
14
Properties=species:S:1:pos:R:3:lowdin_charge:R:1 method="wB97M-V/def2-TZVPD" homo_energy_ev=-9.18 relative_energy_kcal_mol=81.0 max_force_ha_per_bohr=0.012
O 1.8952 0.2812 -1.9877 0.07
N -1.2950 -0.4386 0.6798 -0.03
C -0.7680 0.9719 0.4651 -0.11
C -0.8358 -0.6900 -0.7541 -0.11
C 0.1399 -0.7689 1.0627 -0.11
C 1.6075 0.5473 -0.8434 -0.18
C 0.3359 0.1142 -0.1848 -0.34
H -0.5347 1.4998 1.3956 0.11
H 0.4415 -0.3644 2.0349 0.11
H -1.3941 1.5797 -0.1963 0.11
H 0.3887 -1.8311 0.9731 0.12
H -0.6707 -1.7465 -0.9835 0.12
H -1.4707 -0.2128 -1.5065 0.12
H 2.2910 1.1465 -0.2006 0.13

***

[5]
18
Properties=species:S:1:pos:R:3:lowdin_charge:R:1 method="wB97M-V/def2-TZVPD" charge=+3 homo_energy_ev="-23.44 / -19.62" multiplicity=8 relative_energy_kcal_mol=42.1 max_force_ha_per_bohr=0.069
Gd 3.1646 2.8460 0.4253 2.09
O 3.6263 0.8489 -0.4607 -0.13
O -2.3413 -0.1697 1.0113 0.39
O 1.6306 0.7190 0.3503 -0.14
O 0.1930 -1.3608 0.7508 0.13
O -1.7976 -0.5774 -1.0851 0.19
O 2.8627 -1.1819 -0.0629 0.29
O -3.8632 -0.0699 -0.6673 0.35
C -2.6951 -0.3285 -0.1536 -0.46
C -0.0480 -0.0455 0.4776 -0.08
C 2.7385 0.0984 -0.0211 -0.69
C -0.5815 0.1534 -0.9374 -0.01
H 0.1082 -0.2659 -1.6780 0.18
H -4.2820 0.6847 -0.2281 0.20
H -0.7765 1.2126 -1.1311 0.17
H 0.2373 -1.5356 1.6996 0.18
H -0.2761 0.5936 1.3342 0.18
H 2.1000 -1.6213 0.3763 0.16

***

[6]
14
Properties=species:S:1:pos:R:3:lowdin_charge:R:1 method="wB97M-V/def2-TZVPD" homo_energy_ev="-5.49 / -9.53" multiplicity=3 relative_energy_kcal_mol=28.4 max_force_ha_per_bohr=0.106
I 0.8975 0.9008 2.4840 0.76
I -1.8343 1.0209 -1.7150 0.86
N 1.6694 -0.4511 -1.3528 0.10
C -0.5646 -1.2006 0.0064 -0.17
C 1.2277 0.6018 -0.8199 -0.28
C -0.5181 0.3092 -0.1721 -0.90
C -0.7233 1.2216 1.0116 -0.66
H -0.3055 -1.5436 -0.9453 0.04
H -1.5475 0.7647 1.4567 0.01
H -1.5676 -1.5333 0.3545 0.10
H 2.5159 -0.4030 -1.7998 0.05
H 0.1052 -1.5152 0.6937 0.02
H -0.9655 2.2655 0.6929 0.05
H 1.6372 1.4451 -0.4218 0.03

***

[7]
9
Properties=species:S:1:pos:R:3:lowdin_charge:R:1 method="wB97M-V/def2-TZVPD" smiles="C=O.C" homo_energy_ev=-10.21 relative_energy_kcal_mol=23.9 max_force_ha_per_bohr=0.034
O 1.9970 1.9426 -1.6498 -0.03
C 0.8633 2.2446 -1.3450 -0.14
C -0.6992 -1.8475 1.0299 -0.06
H 0.6467 1.9185 -0.3136 0.07
H -1.5397 -1.1717 1.3164 0.02
H -0.5525 -2.4976 1.8891 0.01
H 0.1631 2.9450 -1.9364 0.10
H 0.1945 -1.2390 0.9301 0.00
H -1.0732 -2.2950 0.0794 0.03

***

[8]
16
Properties=species:S:1:pos:R:3:lowdin_charge:R:1 method="wB97M-V/def2-TZVPD" smiles="NCC(=O)NCC=O" homo_energy_ev=-9.64 relative_energy_kcal_mol=36.3 max_force_ha_per_bohr=0.023
O -2.1159 -0.6503 0.8257 0.04
O 3.5631 0.2055 1.3246 0.06
N -2.0251 -0.3165 -1.9563 0.01
N 0.0535 -0.1692 1.0066 0.06
C 2.5049 -0.3298 1.1289 -0.24
C -1.1201 -0.1662 0.3141 -0.48
C -1.2299 0.5103 -1.0466 -0.19
C 1.3029 0.4851 0.6861 -0.14
H -1.6650 1.4907 -0.8521 0.12
H -1.4212 -1.0552 -2.2964 0.07
H 2.4260 -1.4315 1.1137 0.13
H -2.7777 -0.7351 -1.4208 0.06
H -0.0254 -0.6352 1.8986 0.15
H 1.3844 1.4684 1.1551 0.13
H 1.4004 0.6799 -0.3750 0.12
H -0.2548 0.6492 -1.5062 0.10

***

[9]
53
Properties=species:S:1:pos:R:3:lowdin_charge:R:1 method="wB97M-V/def2-TZVPD" homo_energy_ev=-7.19 relative_energy_kcal_mol=0.0 max_force_ha_per_bohr=0.023
Mg -0.1817 0.5318 -0.0931 0.68
O -1.4799 -1.0721 -0.3397 0.09
O -3.0250 -2.5472 -0.8996 0.06
O -1.4692 1.5055 0.9249 -0.32
O 1.4971 1.5996 0.8710 0.09
O 0.4928 0.8198 -1.9145 -0.31
O 1.0385 -0.9574 0.5600 0.09
O 2.3688 -2.6874 0.9422 0.06
O 2.9251 3.1083 0.0846 0.05
C -4.1497 -3.1865 -0.3097 -0.15
C -3.2028 -1.6688 1.2720 -0.04
C 3.1179 4.5956 1.9414 -0.14
C -2.4720 2.0567 1.6468 -0.48
C 3.4977 4.3713 0.4684 -0.14
C 2.0751 -3.9640 -1.0568 -0.12
C -2.4515 -1.7053 -0.0330 -0.42
C -3.7844 2.1504 0.8675 -0.10
C 1.9834 3.5911 2.1790 -0.05
C 2.9788 -3.7281 0.1796 -0.14
C -4.5293 -2.3368 0.9243 -0.13
C 1.5240 -1.9806 0.1694 -0.41
C 1.3772 -0.2115 -3.9284 -0.11
C 1.2930 -2.6537 -1.1578 -0.05
C 1.6121 0.5868 -2.6486 -0.49
C 2.1095 2.6141 1.0304 -0.43
H -3.8875 -4.2036 -0.0109 0.13
H -4.9658 -3.2290 -1.0251 0.13
H 2.1214 1.5301 -2.9239 0.10
H 1.6178 -1.9957 -1.9626 0.10
H -5.2670 -1.5857 0.6303 0.12
H -4.4741 2.8759 1.3065 0.06
H 4.5750 4.3462 0.3203 0.12
H 0.9909 -1.2177 -3.7514 0.05
H 2.0783 3.1019 3.1440 0.13
H 0.9846 4.0212 2.1050 0.14
H 2.8418 5.6257 2.1526 0.11
H 2.3499 -0.3215 -4.4300 0.07
H -4.2221 1.1558 0.7472 0.04
H -2.7010 1.4229 2.5403 0.09
H -2.2181 3.0426 2.0789 0.09
H 3.9824 4.3473 2.5571 0.11
H -2.6551 -2.2590 2.0126 0.14
H 3.0956 5.1206 -0.2148 0.13
H 0.7112 0.2983 -4.6281 0.07
H -3.6088 2.4945 -0.1607 0.07
H 3.9857 -3.4227 -0.1207 0.13
H 2.3889 0.0160 -2.0681 0.09
H 0.2216 -2.7918 -1.2796 0.13
H 2.6860 -4.1921 -1.9237 0.11
H -3.2818 -0.6419 1.6182 0.10
H -5.0084 -2.9519 1.6817 0.11
H 3.1177 -4.6281 0.7762 0.12
H 1.3955 -4.7898 -0.8513 0.11

***

[10]
19
Properties=species:S:1:pos:R:3:lowdin_charge:R:1 method="wB97M-V/def2-TZVPD" charge=+1 homo_energy_ev=-14.84 relative_energy_kcal_mol=90.8 max_force_ha_per_bohr=0.076
F 2.1194 1.4578 -0.0196 0.10
F 2.5233 -2.3764 -2.8482 0.09
F 3.7805 0.1705 -1.1220 0.27
F 3.8700 -1.4918 0.2730 0.34
F 2.2506 0.1917 1.8490 0.18
F 1.4715 -2.6522 -1.0102 0.09
N 1.8127 -1.6793 -1.8649 -0.10
C 2.0626 0.1611 0.5237 -0.34
C -0.3933 0.5054 1.0337 -0.04
C 0.2753 -0.0857 -1.2317 -0.03
C 0.5462 -0.2765 0.1732 -0.28
C 0.7963 -0.8024 -2.2084 -0.02
C 3.1954 -0.5316 -0.1881 -0.12
H -0.2862 1.5511 0.6286 0.12
H -0.5207 0.7196 -1.3695 0.17
H 0.4137 -1.2703 0.6629 0.17
H 0.4231 -0.6038 -3.2789 0.19
H -1.4371 0.1432 1.0544 0.13
H 0.0068 0.6090 2.0179 0.08

***

[11]
78
Properties=species:S:1:pos:R:3:lowdin_charge:R:1 method="wB97M-V/def2-TZVPD" smiles="O=C(CN(C[C@H]1CO1)S(=O)(=O)F)c1ccccc1.c1ccccc1.c1ccccc1.c1ccccc1.c1ccccc1" homo_energy_ev=-9.15 max_force_ha_per_bohr=0.125
S -0.5783 3.6919 -2.1251 0.82
F -0.1721 3.5997 -0.4825 -0.20
O 2.7470 3.9897 -3.2957 0.03
O -0.4780 0.0482 -0.7435 -0.14
O -2.0938 3.7806 -2.1732 -0.32
O -0.0278 4.9505 -2.7125 -0.27
N 0.0350 2.2477 -2.8202 -0.23
C -0.1731 -6.1774 -2.8395 -0.10
C 3.8389 3.4400 6.7874 -0.10
C -1.5538 0.6888 -1.5912 -0.20
C 4.7802 2.0321 -2.3677 0.00
C 0.6260 -6.1678 -1.7005 -0.09
C 3.1565 2.5767 7.6390 -0.10
C 3.3130 3.7403 5.5342 -0.10
C 5.7385 0.9078 -1.9090 -0.06
C 3.0135 0.1225 -3.2088 -0.01
C -7.4589 2.1490 -2.3535 -0.10
C 2.4035 2.7837 -3.4296 -0.27
C 1.1783 -0.5877 3.4273 -0.09
C -1.0417 1.2590 -3.1316 -0.13
C -1.9438 -5.1036 -1.6056 -0.10
C 1.5976 -2.8641 4.0994 -0.10
C -7.7218 0.8943 -1.8121 -0.10
C -5.3124 2.1735 -1.2584 -0.10
C 1.9537 2.0060 7.2347 -0.10
C 1.4306 2.3020 5.9794 -0.11
C 0.5464 -2.4050 1.9795 -0.09
C 1.0365 -3.3175 2.9090 -0.10
C 0.6122 -1.0428 2.2399 -0.08
C -6.7799 0.2790 -0.9929 -0.10
C 0.1386 -5.6267 -0.5148 -0.09
C -6.2567 2.7910 -2.0730 -0.09
C -1.4870 -0.9860 -1.4240 -0.01
C 3.4076 1.6234 -3.0013 -0.09
C 4.0055 -0.9722 -2.7338 -0.06
C 2.1084 3.1725 5.1313 -0.10
C -1.1458 -5.0913 -0.4694 -0.10
C -1.4599 -5.6493 -2.7915 -0.10
C 1.6723 -1.4986 4.3561 -0.09
C 5.3831 -0.6059 -2.0800 -0.05
C 0.9098 2.4972 -4.0139 -0.12
C -5.5737 0.9170 -0.7199 -0.10
H 0.5688 3.3701 -4.6645 0.14
H -1.5239 -4.6635 0.4537 0.10
H 1.4235 1.3302 7.8976 0.10
H -2.5015 -1.0505 -0.9199 0.10
H 0.9815 -4.3823 2.7061 0.09
H 3.5630 2.3479 8.6188 0.10
H -8.1924 2.6275 -2.9942 0.10
H 0.9024 1.5245 -4.6375 0.13
H 1.6977 3.4080 4.1547 0.10
H 1.6284 -6.5814 -1.7367 0.10
H 4.7799 3.8796 7.1003 0.10
H 6.0836 -1.4559 -1.7640 0.09
H 6.7398 1.2164 -1.4380 0.09
H -4.8364 0.4346 -0.0855 0.09
H -1.9740 1.6943 -3.6232 0.13
H 3.8425 4.4171 4.8720 0.10
H -2.0853 -5.6618 -3.6779 0.10
H 1.2342 0.4769 3.6284 0.08
H -4.3724 2.6720 -1.0435 0.08
H 0.2070 -6.5966 -3.7654 0.10
H 3.6970 -2.0660 -2.8882 0.09
H -8.6608 0.3957 -2.0283 0.10
H 2.0191 -0.1569 -3.6995 0.08
H -6.0548 3.7719 -2.4898 0.10
H -0.6901 0.3418 -3.7048 0.12
H -1.2085 -1.2888 -2.4786 0.10
H -2.9452 -4.6875 -1.5694 0.10
H 1.9777 -3.5748 4.8256 0.10
H -2.4636 1.2618 -1.0617 0.14
H 5.0702 3.1262 -2.2446 0.11
H 2.1151 -1.1435 5.2814 0.10
H -6.9856 -0.6979 -0.5686 0.10
H 0.4941 1.8551 5.6628 0.10
H 0.2228 -0.3338 1.5161 0.08
H 0.7605 -5.6207 0.3740 0.09
H 0.1113 -2.7581 1.0498 0.08

***

[12]
69
Properties=species:S:1:pos:R:3:lowdin_charge:R:1 method="wB97M-V/def2-TZVPD" charge=+2 homo_energy_ev=-11.99 max_force_ha_per_bohr=0.153
Ag 2.4828 -3.1253 -3.2562 0.86
Ag -0.5524 -4.4446 0.3025 0.51
Ag 2.7718 -1.1135 2.7620 0.71
Ag -0.4040 -3.7531 5.3003 0.79
O 4.7028 0.0509 -3.1484 0.02
O -3.1710 2.1964 7.4806 0.04
O -1.9169 -0.0497 -7.9164 0.05
O -6.6844 -3.7617 6.0704 0.05
O 6.4135 3.7861 0.4287 -0.20
O -8.2357 -0.1425 -3.1698 0.03
O -0.5602 -0.8167 -1.4948 -0.29
O -0.8662 -1.2741 1.9522 -0.34
N 5.4058 1.0857 -4.9830 0.19
N 5.1954 1.6526 1.1512 0.03
N -1.8252 -1.5575 -6.3052 0.16
N 3.3400 0.6765 -4.7206 0.16
N -6.3832 0.9007 -2.5872 0.15
N -6.1909 -1.2449 -3.0391 0.13
N -6.2676 -5.1262 4.4279 0.14
N -1.9036 0.4754 -5.7408 0.15
N -2.0793 2.3369 5.5550 0.14
N -7.7677 -5.6999 5.7889 0.17
N -3.3467 0.5989 5.8768 0.16
C 6.9132 4.8639 -0.3749 -0.08
C 7.2306 0.5634 1.9522 -0.07
C -2.9075 1.6930 6.3925 -0.76
C -6.8916 -4.7954 5.4821 -0.84
C 7.2639 2.6610 0.5780 -0.20
C -7.0195 -0.1505 -2.9682 -0.73
C 4.5257 0.5802 -4.2051 -0.84
C 6.5631 1.8613 1.6212 -0.46
C -1.8669 -0.3626 -6.7446 -0.82
C -0.9862 -0.0021 -0.3996 -0.32
C -1.6031 -0.5676 0.9812 -0.35
H 6.3977 1.1273 -4.7973 0.14
H -6.8358 -5.6368 3.7672 0.11
H 3.2944 1.1180 -5.6278 0.11
H -4.0725 0.0640 6.3321 0.13
H 7.3876 2.0894 -0.3418 0.14
H -1.6569 0.2105 -4.7979 0.10
H 5.2501 1.1234 0.2927 0.06
H 7.0517 4.7078 -1.4447 0.08
H -5.2296 -1.1659 -2.7395 0.08
H -1.9119 -2.3288 -6.9515 0.13
H 6.3255 2.4527 2.5054 0.15
H -2.4882 -1.1536 0.7337 0.09
H 5.0608 1.3874 -5.8830 0.12
H -6.7693 1.8340 -2.5866 0.13
H -5.5500 -4.5548 4.0054 0.11
H 6.6611 -0.2256 2.4434 0.06
H -1.5990 3.1779 5.8416 0.12
H -2.0009 0.2924 1.5198 0.10
H 7.6361 0.0070 1.1071 0.08
H -2.0519 1.8823 4.6535 0.09
H -6.6202 -2.0977 -3.3683 0.11
H 2.4833 0.5871 -4.1931 0.12
H -8.0747 -5.7258 6.7507 0.13
H 7.8672 5.2227 0.0113 0.09
H 8.0940 0.6688 2.6090 0.08
H 6.2893 5.7570 -0.3401 0.09
H 4.9646 2.5880 0.8481 0.06
H -0.0777 0.5494 -0.1578 0.09
H -1.5700 0.7970 -0.8567 0.10
H -1.5834 -1.5424 -5.3247 0.10
H -3.0069 0.1455 5.0407 0.10
H -7.9335 -6.4675 5.1537 0.12
H 8.2518 2.8958 0.9744 0.14
H -5.4430 0.7633 -2.2448 0.10
H -1.9186 1.4554 -5.9845 0.12